(1)
{"formula": "C27H24N11OOsS", "method": "the ωB97M-V functional and the def2-TZVPD basis", "symbols": ["Os", "S", "O", "N", "N", "N", "N", "N", "N", "N", "N", "N", "N", "N", "C", "C", "C", "C", "C", "C", "C", "C", "C", "C", "C", "C", "C", "C", "C", "C", "C", "C", "C", "C", "C", "C", "C", "C", "C", "C", "C", "H", "H", "H", "H", "H", "H", "H", "H", "H", "H", "H", "H", "H", "H", "H", "H", "H", "H", "H", "H", "H", "H", "H", "H"], "positions_angstrom": [[0.67496, -0.39482, 0.37469], [-3.10669, -2.97840, -1.08464], [3.23991, 1.60538, -2.47983], [-0.71199, -2.79996, 3.44191], [1.70294, 0.47481, -1.06569], [-0.36445, -1.73626, 4.22034], [0.82545, 3.44098, 2.11853], [0.59141, 1.38534, 1.55110], [0.48740, 0.41599, 3.73790], [0.72763, 2.66914, 1.09765], [-1.61217, -1.03324, -0.33913], [0.75135, 2.72909, 3.27577], [0.01486, -1.28816, 2.10977], [-0.49948, -2.55949, 2.20579], [-0.19347, -4.13560, -1.70627], [0.06282, -0.83832, 3.36588], [2.18977, -4.03019, -1.54369], [-5.86421, 1.94471, 2.51067], [-1.17471, 2.14659, -1.68578], [-3.88516, 3.13364, 1.58885], [-4.01703, 4.08665, -3.12112], [0.86295, -2.19983, -0.64091], [-3.81050, 5.33701, -2.53607], [-5.58353, -0.03620, 0.21904], [-1.86605, 4.48021, -1.39614], [0.61315, 1.48589, 2.87568], [-4.61797, 0.91519, 0.60660], [-5.07053, 2.23699, 1.23092], [2.47827, 1.04936, -1.76289], [2.09628, -2.80213, -0.90454], [1.04207, -4.70974, -1.94337], [-3.28348, 0.61464, 0.41975], [-0.27185, -2.89571, -1.07455], [-3.16337, 3.03605, -2.84823], [-3.88404, -1.54635, -0.48935], [-2.91929, -0.61453, -0.12913], [-5.23846, -1.25846, -0.32398], [-1.55232, -2.23635, -0.81383], [-2.72958, 5.52134, -1.67173], [-5.96360, 2.99195, 0.23733], [-2.05708, 3.20234, -1.98013], [-3.21803, 2.65587, 2.31207], [-4.48531, 6.15691, -2.74956], [-6.27595, 3.94871, 0.66764], [-4.25508, 4.05969, 2.03666], [-3.33172, 2.06037, -3.29219], [-3.30064, 3.40192, 0.70537], [-5.41948, 3.19542, -0.68779], [-0.34511, 2.31230, -1.01083], [-5.25577, 1.37871, 3.22119], [-6.63613, 0.18759, 0.35580], [-2.56765, 6.48941, -1.21222], [-6.16424, 2.88318, 2.98641], [-1.09693, -4.65077, -2.01828], [-1.30222, 1.16360, -2.12289], [-6.76805, 1.36601, 2.30455], [0.42495, 0.63394, 4.71694], [3.00820, -2.29740, -0.60244], [-1.02839, 4.61448, -0.71906], [-6.86337, 2.42223, -0.01078], [-6.00056, -1.97757, -0.59943], [-2.49454, 1.30360, 0.69595], [-4.85674, 3.93898, -3.79068], [3.16499, -4.46577, -1.73012], [1.11356, -5.67244, -2.43498]], "forces_ev_per_angstrom": [[-0.304, -0.245, 0.240], [0.046, -0.076, -0.014], [-0.128, -0.086, 0.121], [0.097, 0.209, 0.029], [0.215, 0.222, -0.233], [-0.184, -0.394, -0.012], [-0.079, -0.261, 0.041], [-0.013, 0.036, -0.647], [0.132, -0.029, -0.133], [-0.036, -0.081, 0.438], [0.137, 0.325, 0.016], [0.036, 0.359, -0.156], [0.051, -0.323, -0.394], [0.146, 0.296, 0.264], [0.007, -0.039, -0.045], [-0.030, 0.342, 0.108], [-0.027, 0.041, 0.006], [-0.009, -0.032, 0.076], [-0.072, 0.180, -0.073], [0.051, 0.001, 0.019], [0.019, 0.000, 0.032], [0.102, 0.056, 0.130], [0.041, -0.056, 0.008], [0.001, -0.058, -0.039], [-0.001, 0.047, 0.021], [-0.109, -0.185, 0.287], [-0.078, 0.042, 0.003], [0.008, -0.034, -0.036], [-0.051, -0.054, 0.029], [0.078, -0.059, -0.042], [-0.037, 0.026, 0.014], [0.132, 0.052, 0.060], [-0.275, 0.062, -0.003], [-0.064, 0.002, -0.016], [-0.156, -0.065, -0.043], [0.260, 0.146, 0.135], [0.044, 0.037, 0.027], [-0.016, -0.297, -0.144], [-0.006, -0.041, -0.011], [-0.015, 0.022, -0.037], [0.096, -0.162, 0.045], [-0.039, 0.043, -0.034], [0.017, -0.019, 0.004], [0.005, -0.057, -0.020], [0.021, -0.035, -0.017], [-0.003, 0.046, -0.001], [-0.031, -0.012, 0.045], [-0.012, 0.011, 0.014], [-0.003, -0.034, -0.034], [-0.033, 0.040, -0.030], [0.067, -0.012, -0.005], [0.004, -0.026, -0.002], [0.002, -0.046, -0.024], [0.019, 0.027, 0.012], [-0.025, 0.069, -0.003], [0.042, 0.025, 0.007], [-0.030, 0.012, 0.021], [-0.012, -0.030, -0.011], [-0.041, 0.010, -0.028], [0.049, 0.033, 0.008], [0.027, 0.035, 0.006], [-0.035, -0.037, -0.021], [0.015, -0.009, 0.018], [-0.013, 0.006, 0.008], [-0.001, 0.033, 0.018]], "mulliken_charge": [1.418, -0.477, -0.631, -0.645, -0.466, -0.543, -0.639, 0.190, -0.076, -0.347, 0.308, -0.631, 0.347, -0.195, -0.708, 0.430, -0.669, -1.828, -1.369, -1.841, -0.622, -0.585, -0.416, -0.465, -0.453, 0.488, 0.171, 2.178, 0.666, -0.533, -0.702, 0.981, 1.121, -0.419, 1.063, -2.413, -1.360, 0.613, -0.437, -1.513, 1.222, 0.355, 0.371, 0.466, 0.486, 0.363, 0.179, 0.177, 0.314, 0.391, 0.398, 0.398, 0.461, 0.352, 0.213, 0.333, 0.265, 0.421, 0.403, 0.330, 0.373, 0.644, 0.354, 0.359, 0.381], "spin_multiplicity": 5, "homo_energy_ev": [-5.00, -5.46], "lumo_energy_ev": [2.264, 1.498], "energy_ev": -60130.5075, "charge": -1, "homo_lumo_gap_ev": [7.267, 6.957], "e_above_lowest_ev": 0.000, "s_squared": 6.054, "max_force_ev_per_a": 0.65}

=====

(2)
{"formula": "C15H34AsF14O6S5", "method": "the ωB97M-V functional and the def2-TZVPD basis", "symbols": ["As", "S", "S", "S", "S", "S", "F", "F", "F", "F", "F", "F", "F", "F", "F", "F", "F", "F", "F", "F", "O", "O", "O", "O", "O", "O", "C", "C", "C", "C", "C", "C", "C", "C", "C", "C", "C", "C", "C", "C", "C", "H", "H", "H", "H", "H", "H", "H", "H", "H", "H", "H", "H", "H", "H", "H", "H", "H", "H", "H", "H", "H", "H", "H", "H", "H", "H", "H", "H", "H", "H", "H", "H", "H", "H"], "positions_angstrom": [[7.83644, -1.79896, 10.59477], [8.87479, -6.78547, 7.22897], [10.71172, 0.93656, 15.66782], [3.00284, -4.20234, 9.69812], [8.91017, 0.35289, 4.30149], [5.14368, -2.91600, 15.25819], [7.03510, 4.66765, 16.06446], [6.53901, 2.63290, 14.60808], [7.59439, 5.01888, 10.25202], [7.59894, -2.93140, 12.00967], [8.05302, -0.76130, 9.10626], [5.87429, 3.24199, 8.92332], [6.16578, -1.18773, 10.79087], [7.32957, -3.10582, 9.53773], [5.99215, 4.62249, 13.64589], [7.77707, 3.53803, 7.94510], [9.53549, -2.45978, 10.49468], [9.02325, 3.42474, 10.54917], [8.43354, 5.60243, 14.74795], [8.54176, -0.45904, 11.53642], [5.12111, -2.96142, 16.77598], [7.79141, 3.40515, 12.85837], [7.49840, -6.64630, 6.61839], [10.02443, 0.79169, 17.02269], [2.94168, -5.60826, 10.40788], [10.31153, 0.20201, 3.76225], [7.04821, 3.77361, 14.00186], [11.70404, -0.55947, 15.45419], [5.67653, -4.64058, 14.65029], [9.35279, 0.50923, 14.42175], [3.79818, -3.11771, 10.91919], [4.49522, -4.31614, 8.62437], [7.19191, 2.99101, 9.00427], [7.93555, 4.44491, 15.06709], [8.71126, -8.19837, 8.40334], [7.77322, 3.63631, 10.36827], [6.74886, -1.99568, 14.95990], [8.45515, 2.16610, 4.24502], [9.09804, -5.43505, 8.47051], [7.14811, 3.07242, 11.70971], [8.86084, 0.24156, 6.15530], [2.97789, -2.92029, 11.60930], [10.14211, -5.16519, 8.62923], [6.78627, -1.61833, 13.93799], [8.74880, -0.39034, 14.54032], [10.99783, -1.31889, 15.78982], [8.60668, -5.64524, 9.42051], [4.71282, -3.47110, 7.97117], [8.23283, -9.09480, 8.00886], [8.73551, 1.40421, 14.34380], [6.06518, 3.16111, 11.79631], [9.84081, 0.38975, 13.45445], [9.71536, -8.50485, 8.69650], [7.49812, 2.34374, 4.73557], [8.55365, -4.61752, 7.99787], [8.07212, -7.90033, 9.23447], [4.34030, -5.19288, 7.99554], [7.44498, 1.93166, 8.96145], [7.82084, 0.37269, 6.45413], [7.03109, -1.27029, 15.72296], [4.69027, -3.50820, 11.40887], [9.46752, 1.07946, 6.49877], [8.74424, 3.80213, 15.41488], [12.00284, -0.69002, 14.41410], [7.63056, -2.62713, 15.06932], [9.11736, 2.80720, 4.82688], [6.66745, -4.73376, 15.09469], [4.12924, -2.20967, 10.41525], [5.01657, -5.33795, 15.16625], [8.37755, 2.57492, 3.23757], [5.35875, -4.67753, 9.18278], [12.59642, -0.44483, 16.06951], [9.23546, -0.69118, 6.57691], [7.18595, 1.98358, 11.74296], [5.80031, -4.64339, 13.56735]], "forces_ev_per_angstrom": [[1.520, -0.621, -0.324], [-1.107, -0.628, 0.208], [-2.444, -0.749, 0.418], [2.089, -2.704, 1.502], [0.240, 0.459, -0.201], [1.654, 0.130, 1.267], [0.199, -0.033, 0.585], [0.116, 1.328, -0.916], [-0.026, -1.003, 0.152], [0.045, 1.645, -1.256], [-0.249, -0.966, 1.551], [-0.203, -0.164, 0.223], [1.654, -0.401, -0.057], [-0.111, 0.747, 0.504], [1.388, -1.441, 0.696], [0.588, 0.874, -0.705], [-1.794, 0.827, -0.128], [3.441, -0.412, -0.795], [0.646, 1.621, -1.158], [-1.068, -0.997, -0.311], [-0.391, -0.472, -1.251], [0.785, 2.427, 3.498], [1.007, 0.239, 0.533], [1.097, 0.277, -1.231], [-0.163, 2.742, -1.534], [-1.034, 0.328, 0.861], [-0.093, -0.335, -2.090], [-0.405, 0.369, -0.037], [0.739, 1.728, 1.142], [1.334, 0.665, -0.369], [-0.691, 0.375, -0.347], [-0.279, -1.296, -0.344], [0.976, -0.210, 1.977], [-1.218, -1.370, 0.795], [0.120, 0.160, 0.133], [-3.638, 0.649, 0.915], [0.426, -0.808, -0.513], [-0.078, 0.019, 0.622], [-0.574, -0.340, -0.372], [-2.722, -2.051, -1.943], [0.373, 0.669, -0.646], [0.346, 0.222, 0.294], [-0.044, -0.177, -0.173], [-0.170, 0.234, 0.118], [0.306, 0.090, 0.788], [0.501, -0.361, 0.049], [0.019, -0.125, -0.089], [-0.137, 0.192, 0.422], [0.028, 0.364, -0.798], [-0.065, -0.192, 0.209], [-0.074, 0.977, -0.308], [0.142, 0.129, -0.089], [0.011, 0.238, 0.374], [-0.294, -0.516, -0.089], [0.196, 0.121, 0.051], [0.315, 0.199, 0.150], [-0.541, 0.108, -0.325], [-0.503, -0.313, 0.295], [0.006, 0.016, -0.066], [-1.300, 0.439, 0.049], [-0.277, -0.565, -0.149], [-0.016, -0.084, 0.278], [-0.148, -0.336, 0.007], [-0.162, 0.007, -0.002], [-0.272, -0.858, -0.269], [0.580, -0.341, -0.097], [0.028, -0.190, 0.012], [-0.319, 0.108, -0.013], [-0.221, 0.030, -0.638], [0.205, -0.531, -0.115], [-0.043, 0.726, 0.504], [-0.221, -0.220, 0.155], [0.007, -0.027, -0.475], [0.519, -0.410, -1.190], [-0.550, -0.233, 0.079]], "mulliken_charge": [2.109, 0.446, 0.496, 0.364, 0.474, 0.539, -0.287, -0.275, -0.354, -0.546, -0.515, -0.286, -0.452, -0.513, -0.292, -0.261, -0.524, -0.254, -0.251, -0.424, -0.674, -0.291, -0.618, -0.632, -0.641, -0.620, 0.779, -0.890, -0.874, 0.004, -0.501, -0.745, 0.447, 0.401, -0.941, 0.861, -1.053, -0.949, -0.733, -0.982, -0.875, 0.399, 0.421, 0.178, 0.022, 0.242, 0.227, 0.380, 0.352, -0.307, 0.562, 0.353, 0.332, 0.340, 0.211, 0.292, 0.421, 0.069, 0.301, 0.504, -0.036, 0.302, 0.116, 0.332, 0.401, 0.303, 0.293, 0.272, 0.380, 0.340, 0.068, 0.360, 0.368, 0.292, 0.244], "spin_multiplicity": 1, "homo_energy_ev": -6.88, "lumo_energy_ev": 2.116, "energy_ev": -181451.4829, "charge": -1, "homo_lumo_gap_ev": 8.998, "max_force_ev_per_a": 4.33}

=====

(3)
{"formula": "C4H8N2O", "method": "the ωB97M-V functional and the def2-TZVPD basis", "symbols": ["O", "N", "N", "C", "C", "C", "C", "H", "H", "H", "H", "H", "H", "H", "H"], "positions_angstrom": [[1.09956, 2.32084, -0.77700], [-0.34506, 0.70303, -0.29736], [0.13998, 1.82827, -0.23279], [-0.69220, -0.22188, 2.19671], [-0.18229, -1.58012, -1.00575], [0.26311, 0.05232, 2.86151], [0.11647, -0.09684, -1.38533], [0.01368, -2.24397, -1.97780], [1.17417, 0.04220, -1.66964], [-1.15075, -1.44978, -0.46568], [0.60507, -1.96233, -0.28216], [1.02550, 0.34284, 3.37371], [-1.28239, -0.32048, 1.35652], [-0.26347, 2.41791, 0.54213], [-0.52137, 0.16801, -2.23707]], "forces_ev_per_angstrom": [[1.594, 0.856, -1.726], [-1.047, -0.314, -0.803], [-0.683, 1.222, 2.981], [1.193, 0.218, 0.850], [1.848, 0.005, -0.852], [-4.144, -1.399, -2.499], [0.612, -1.665, -0.529], [-1.398, 1.239, 2.189], [-0.443, 0.202, 0.210], [0.394, -1.389, -0.965], [-1.058, 0.590, -0.603], [4.194, 1.415, 3.052], [-1.311, -0.406, -0.606], [0.026, -0.604, -0.585], [0.224, 0.029, -0.113]], "mulliken_charge": [-0.604, -0.073, 0.158, -0.425, -0.853, -0.500, -0.394, 0.323, 0.405, 0.237, 0.233, 0.483, 0.459, 0.272, 0.279], "spin_multiplicity": 1, "homo_energy_ev": -9.84, "lumo_energy_ev": 0.933, "energy_ev": -9299.4331, "homo_lumo_gap_ev": 10.773, "e_above_lowest_ev": 6.960, "smiles": "CC/N=[NH+]\\[O-].C#C", "max_force_ev_per_a": 5.38}